Computed, not measured: an isolated molecule of C5H8O2, with ωB97M-V/def2-TZVPD.

XYZ file:
```
15
Properties=species:S:1:pos:R:3:forces:R:3:mulliken_charge:R:1
C -1.0328 -1.1044 -1.0620 0.0 0.0 0.0 -1.328
C -0.6279 -0.2638 0.1330 -0.1 -0.1 -0.1 0.327
C 0.5125 -0.5876 1.0999 -0.2 -0.2 0.2 -0.375
O 1.7886 -0.1890 0.5792 0.0 -0.1 -0.1 -0.483
C 0.9334 0.8138 1.1322 0.1 0.3 0.1 -0.213
C 0.0120 1.1595 -0.0556 -0.2 0.1 0.2 -0.338
O 0.7216 1.3736 -1.2401 0.1 -0.1 0.0 -0.568
H -1.2281 -2.1413 -0.7660 0.1 0.1 0.0 0.337
H -0.2820 -1.0996 -1.8561 0.0 0.0 0.1 0.283
H -1.9623 -0.7045 -1.4835 0.2 -0.1 0.0 0.363
H -1.4974 -0.1286 0.7898 0.0 0.0 -0.1 0.316
H 0.5443 -1.3449 1.8768 0.0 0.1 -0.1 0.432
H 1.3009 1.4279 1.9482 0.1 -0.1 -0.2 0.431
H -0.6859 1.9899 0.0674 0.1 -0.1 0.1 0.440
H 1.5031 0.7991 -1.1631 -0.2 0.1 -0.2 0.378
```
Forces are in eV/Å.

Values from the calculation:
Total energy ... -9407.4172 eV
Frontier orbital gap ... 10.80 eV
Energy relative to the best compared isomer or geometry (same formula, charge and spin) ... 2.415 eV
HOMO energy ... -9.787 eV



Computed, not measured: an isolated molecule of C5H8O2 at a distorted geometry, with ωB97M-V/def2-TZVPD.

XYZ file:
```
15
Properties=species:S:1:pos:R:3:forces:R:3:mulliken_charge:R:1
C 0.1799 -1.6699 -0.3468 1.0 0.4 0.2 -1.069
C 1.0320 -0.3933 -0.5120 -1.4 0.0 0.9 0.162
C -0.8602 0.9847 -0.7053 -0.3 0.9 1.1 -0.421
C -0.7352 1.1784 0.8186 0.4 0.0 -0.6 -0.362
C 0.3751 0.7505 1.4400 -0.8 1.0 0.5 -0.106
H -0.6598 -1.4769 0.3273 0.2 -0.3 -0.1 0.293
H -0.1728 -1.9537 -1.3203 -0.4 -0.1 -0.5 0.331
H 0.8273 -2.4890 -0.0004 -0.4 0.3 0.2 0.353
H 1.9714 -0.5735 -0.9868 0.5 -0.1 -0.4 0.370
H -1.0778 1.9641 -1.1800 -0.1 -0.6 0.2 0.341
H -1.6741 0.2793 -0.8937 -0.1 0.0 -0.3 0.265
H -1.5237 1.7404 1.3362 0.5 -0.4 -0.2 0.340
H 0.5795 0.9724 2.5156 -0.1 -0.4 -1.1 0.365
O 0.3541 0.5679 -1.2908 0.6 -0.2 0.4 -0.438
O 1.3843 0.1185 0.7985 0.1 -0.3 -0.4 -0.424
```
Forces are in eV/Å.

Values from the calculation:
Total energy ... -9408.4981 eV
Frontier orbital gap ... 9.77 eV
Energy relative to the best compared isomer or geometry (same formula, charge and spin) ... 1.334 eV
HOMO energy ... -8.790 eV



Computed, not measured: C5H8O2 as an isolated structure, with ωB97M-V/def2-TZVPD.

XYZ file:
```
15
Properties=species:S:1:pos:R:3:forces:R:3:mulliken_charge:R:1
O -0.8937 -0.0048 2.1089 -0.2 0.0 0.0 -0.570
C 0.0447 -0.1789 1.0777 0.3 0.0 -0.2 -0.232
C -0.2885 -1.2976 0.0639 0.0 -0.1 0.0 -0.516
C -0.6116 -0.5125 -1.2056 -0.3 -0.3 0.0 -0.359
C 1.0085 0.6900 -1.0474 0.3 0.2 0.1 -0.783
C 0.0197 0.9812 0.0794 0.1 0.2 0.2 -0.089
O -1.1581 0.6947 -0.6884 -0.1 0.1 -0.1 -0.318
H -1.7371 0.2097 1.6865 0.0 -0.1 0.1 0.378
H 1.0146 -0.3089 1.5633 -0.1 0.0 -0.1 0.409
H 0.4810 -2.0637 -0.0611 0.0 0.2 0.0 0.290
H -1.2149 -1.8078 0.3531 0.1 0.1 0.0 0.275
H 0.3783 -0.1810 -1.8686 0.1 0.1 0.0 0.341
H 2.0222 0.3689 -0.7975 -0.2 -0.1 0.0 0.342
H 1.0078 1.4741 -1.8087 -0.1 -0.1 0.1 0.387
H -0.0004 1.9807 0.5262 0.1 -0.1 -0.1 0.444
```
Forces are in eV/Å.

Values from the calculation:
Total energy ... -9404.8415 eV
Frontier orbital gap ... 9.06 eV
Energy relative to the best compared isomer or geometry (same formula, charge and spin) ... 4.991 eV
HOMO energy ... -8.368 eV



Computed, not measured: an isolated molecule of C5H8O2, with ωB97M-V/def2-TZVPD.

XYZ file:
```
15
Properties=species:S:1:pos:R:3:forces:R:3:mulliken_charge:R:1
C -0.4224 -1.4934 0.6903 0.0 -0.1 0.1 -1.568
C -0.2775 -0.2771 -0.2221 0.2 0.0 0.3 1.648
O -1.0529 -0.5812 -1.3784 0.1 0.1 -0.2 -0.574
C -0.8213 0.9931 0.5039 -0.3 -0.2 0.1 -0.831
O -0.1513 2.1917 0.2036 0.1 0.0 0.0 -0.523
C 1.1352 -0.0369 -0.5795 0.5 0.1 -0.1 -1.316
C 2.2676 0.2693 -0.8595 -0.5 -0.2 0.1 0.281
H -1.4827 -1.6181 0.9340 0.1 0.0 0.0 0.364
H 0.1443 -1.3666 1.6173 -0.1 0.0 -0.2 0.369
H -0.0770 -2.3904 0.1705 0.0 0.1 0.1 0.377
H -0.6295 -0.2054 -2.1572 0.0 0.1 0.1 0.358
H -0.8311 0.8076 1.5899 0.1 0.0 -0.2 0.323
H -1.8523 1.1213 0.1674 0.1 -0.1 0.1 0.351
H 0.7780 2.0619 0.4398 -0.1 0.2 -0.1 0.304
H 3.2728 0.5241 -1.1198 -0.2 -0.1 0.1 0.435
```
Forces are in eV/Å.

Values from the calculation:
Total energy ... -9407.3651 eV
Frontier orbital gap ... 10.92 eV
Energy relative to the best compared isomer or geometry (same formula, charge and spin) ... 2.467 eV
HOMO energy ... -10.077 eV



Computed, not measured: an isolated molecule of C5H8O2 at a distorted geometry, with ωB97M-V/def2-TZVPD.

XYZ file:
```
15
Properties=species:S:1:pos:R:3:forces:R:3:mulliken_charge:R:1
C -1.6053 -0.3140 -0.5569 -0.2 0.0 0.0 -1.507
C -0.3144 -0.2354 0.1844 -0.3 0.3 -0.4 1.441
O -0.3244 -0.7768 1.4885 -0.3 0.3 0.1 -0.582
C 0.9825 -0.7954 -0.4324 0.1 0.1 0.0 -1.059
C 1.5831 0.5357 -0.0136 0.9 -0.1 0.2 -0.007
O 1.1521 1.5252 -0.9092 -0.2 0.0 0.0 -0.424
C 0.3202 1.2328 0.2206 0.4 -0.7 0.6 -0.642
H -1.4157 0.1498 -1.5290 -0.3 -0.1 0.0 0.352
H -1.9746 -1.3353 -0.6801 0.0 0.1 0.0 0.336
H -2.3227 0.3069 -0.0110 -0.2 -0.2 -0.2 0.396
H -1.0337 -0.3694 1.9979 -0.1 0.0 0.0 0.375
H 1.4273 -1.6695 0.0536 -0.5 0.2 0.1 0.299
H 0.9313 -0.9659 -1.5141 0.2 0.3 0.2 0.304
H 2.3100 0.6463 0.7685 1.1 0.3 -0.6 0.359
H 0.3017 2.0653 0.9327 -0.7 -0.6 -0.1 0.360
```
Forces are in eV/Å.

Values from the calculation:
Total energy ... -9406.7518 eV
Frontier orbital gap ... 10.40 eV
Energy relative to the best compared isomer or geometry (same formula, charge and spin) ... 3.080 eV
HOMO energy ... -9.518 eV



Computed, not measured: an isolated molecule of C5H8O2, with ωB97M-V/def2-TZVPD.

XYZ file:
```
15
Properties=species:S:1:pos:R:3:forces:R:3:mulliken_charge:R:1
O -1.4681 -2.0165 0.3592 -0.2 -0.1 -0.5 -0.556
C -0.5803 -0.9593 0.5973 0.2 0.1 0.2 0.222
C 0.8714 -0.9268 0.0695 0.1 -0.1 0.0 -0.851
C 0.7308 0.5890 0.0456 -0.1 -0.1 -0.2 0.721
O 1.6592 1.3102 0.7665 -0.1 0.4 0.0 -0.535
C -0.0921 1.0114 -1.0990 0.0 0.0 -0.2 -0.666
C -0.8160 0.4643 0.1378 -0.3 0.1 0.2 -0.586
H -1.9285 -1.8519 -0.4700 0.1 -0.1 0.0 0.331
H -0.5040 -0.8983 1.6868 0.0 -0.1 0.0 0.241
H 1.6368 -1.3143 0.7414 -0.1 0.0 0.0 0.294
H 1.0020 -1.3629 -0.9252 0.0 0.1 0.1 0.250
H 1.3987 2.2404 0.7694 0.1 -0.1 0.0 0.313
H -0.2474 2.0930 -1.1259 0.0 -0.2 -0.1 0.262
H -0.0321 0.5565 -2.0909 0.0 -0.1 0.3 0.203
H -1.6303 1.0653 0.5376 0.4 0.1 0.2 0.358
```
Forces are in eV/Å.

Values from the calculation:
Total energy ... -9407.3148 eV
Frontier orbital gap ... 9.89 eV
Energy relative to the best compared isomer or geometry (same formula, charge and spin) ... 2.517 eV
HOMO energy ... -9.147 eV



Computed, not measured: an isolated molecule of C5H8O2, with ωB97M-V/def2-TZVPD.

XYZ file:
```
15
Properties=species:S:1:pos:R:3:forces:R:3:mulliken_charge:R:1
O 2.2767 0.5873 0.1811 0.3 0.1 -0.1 -0.511
C 1.5048 -0.5997 0.1374 -0.2 -0.3 0.0 -0.646
C 0.0883 -0.2325 0.5358 0.1 0.0 0.1 0.167
C -0.5414 1.0495 -0.0670 0.1 0.3 0.0 -0.692
C -1.8898 0.3065 -0.2461 -0.2 0.0 -0.1 -0.436
C -1.0690 -0.9752 -0.1316 -0.1 -0.5 -0.1 0.325
O -1.1635 -2.0749 -0.6101 0.0 0.5 0.3 -0.571
H 3.0544 0.4583 -0.3714 0.0 0.1 0.1 0.312
H 1.9097 -1.3619 0.8189 -0.1 0.1 -0.1 0.302
H 1.4943 -1.0356 -0.8725 0.0 0.1 0.1 0.329
H -0.0417 -0.2333 1.6253 0.0 0.0 -0.1 0.296
H -0.5326 1.9388 0.5646 0.0 -0.1 -0.1 0.327
H -0.0800 1.2904 -1.0290 -0.1 0.0 0.1 0.252
H -2.4690 0.4500 -1.1611 0.1 0.0 0.1 0.307
H -2.5414 0.4324 0.6259 0.1 0.0 -0.1 0.238
```
Forces are in eV/Å.

Values from the calculation:
Total energy ... -9408.5778 eV
Frontier orbital gap ... 10.34 eV
Energy relative to the best compared isomer or geometry (same formula, charge and spin) ... 1.254 eV
HOMO energy ... -9.523 eV



Computed, not measured: an isolated molecule of C5H8O2, with ωB97M-V/def2-TZVPD.

XYZ file:
```
15
Properties=species:S:1:pos:R:3:forces:R:3:mulliken_charge:R:1
O -2.1781 0.7764 0.7058 0.0 0.2 -0.2 -0.560
C -1.2268 -0.2530 0.6046 0.1 -0.3 0.1 0.047
C -0.7836 -0.6170 -0.8411 0.0 0.0 -0.1 -0.834
C 0.5659 0.0319 -0.5449 0.0 -0.2 0.1 0.852
C 1.8458 -0.0346 -1.2388 0.2 -0.2 0.0 -0.589
O 1.0324 1.1354 -1.2971 -0.1 0.2 -0.1 -0.499
C 0.2322 0.1634 0.9389 0.1 0.1 0.1 -0.830
H -1.8637 1.5271 0.1835 -0.1 -0.1 0.1 0.347
H -1.6256 -1.0820 1.1929 0.1 0.1 -0.1 0.397
H -1.3623 -0.1422 -1.6398 0.1 0.0 0.1 0.313
H -0.7244 -1.6938 -1.0303 0.0 0.2 0.0 0.285
H 2.7717 0.0710 -0.6722 -0.2 0.0 -0.1 0.236
H 1.9299 -0.5908 -2.1731 0.0 0.1 0.1 0.237
H 0.3343 1.1708 1.3539 0.0 -0.1 -0.1 0.313
H 0.7687 -0.5475 1.5756 -0.1 0.1 -0.1 0.285
```
Forces are in eV/Å.

Values from the calculation:
Total energy ... -9407.5611 eV
Frontier orbital gap ... 11.13 eV
Energy relative to the best compared isomer or geometry (same formula, charge and spin) ... 2.271 eV
HOMO energy ... -10.197 eV



Computed, not measured: a 2-piece molecular cluster, C5H8O2 overall, with ωB97M-V/def2-TZVPD.

XYZ file:
```
15
Properties=species:S:1:pos:R:3:forces:R:3:mulliken_charge:R:1
C 0.4299 -1.8702 -0.5238 -0.1 0.1 0.0 -1.065
C -0.1746 -0.6821 -0.4605 0.3 -0.1 -0.1 0.632
O -1.4312 -0.4212 -0.9191 -0.1 -0.2 -0.1 -0.495
C 0.4751 0.5533 0.0447 0.1 -0.2 -0.1 -0.169
C -0.3632 1.8340 0.3846 -0.1 0.2 0.0 -0.627
C 0.4310 1.7441 -0.8391 0.1 0.2 -0.4 0.468
O 0.7494 2.2055 -1.8972 -0.1 -0.2 0.6 -0.524
H -0.0060 -1.4447 2.1014 0.0 0.0 0.1 -0.208
H -0.0571 -2.7386 -0.9613 0.1 0.1 0.1 0.228
H 1.4447 -1.9838 -0.1586 -0.2 0.0 0.0 0.284
H -1.7509 -1.1805 -1.4243 0.0 0.1 0.1 0.324
H -0.0991 -1.0705 2.7386 0.0 0.0 0.0 0.222
H 1.3630 0.3974 0.6540 -0.1 0.0 -0.1 0.424
H -1.4477 1.7809 0.2980 0.2 0.0 0.0 0.235
H 0.0251 2.4364 1.2045 -0.1 -0.1 -0.1 0.270
```
Forces are in eV/Å.

Values from the calculation:
Total energy ... -9406.4546 eV
Frontier orbital gap ... 9.49 eV
Energy relative to the best compared isomer or geometry (same formula, charge and spin) ... 3.378 eV
HOMO energy ... -8.757 eV



> Look up the energy relative to the best compared isomer or geometry (same formula, charge and spin) of the fifth one.

3.080 eV